(1)
The following is a DFT calculation (ωB97M-V/def2-TZVPD) of an isolated molecule of C21H21N3O3.

ORCA input file:
```
! wB97M-V def2-TZVPD RIJCOSX def2/J DEFGRID3
* xyz 0 1
C 4.17975 5.11954 4.72355
H 4.95843 5.45241 5.40831
O 4.32914 3.72620 4.62421
C 3.46517 3.03851 3.81725
C 2.44455 3.60435 3.06783
C 1.62296 2.80651 2.28710
C 1.80162 1.42832 2.22055
C 2.84095 0.87067 2.97295
C 3.65054 1.65659 3.75904
H 4.45054 1.22211 4.33742
H 3.02413 -0.19202 2.92740
N 1.03618 0.59803 1.39448
C 0.21364 1.19171 0.36346
H 0.74691 2.03234 -0.08213
C -0.04106 0.13645 -0.72073
N -0.66246 -1.02521 -0.13585
C -1.95578 -1.36975 -0.29289
O -2.48570 -2.29276 0.29873
C -2.76550 -0.52099 -1.27266
O -3.20609 0.56200 -0.92649
C -3.03325 -1.12167 -2.56209
C -3.93172 -0.60893 -3.47781
N -3.96462 -1.38464 -4.58041
C -3.08575 -2.42914 -4.42977
C -2.78062 -3.46353 -5.30273
C -1.84029 -4.38405 -4.89098
C -1.22176 -4.27313 -3.64451
C -1.52145 -3.24567 -2.77560
C -2.47193 -2.30314 -3.16195
H -1.03886 -3.18404 -1.81419
H -0.49166 -5.01481 -3.35703
H -1.57701 -5.20492 -5.54076
H -3.26309 -3.54184 -6.26564
H -4.55267 -1.23610 -5.38437
H -4.54710 0.26393 -3.37350
C 0.12849 -1.61029 0.92636
C 0.38312 -0.54872 1.99724
H 1.00826 -0.95855 2.78886
H -0.58610 -0.25677 2.43579
H -0.43079 -2.45149 1.33909
H 1.07877 -1.95969 0.51023
H -0.67450 0.54835 -1.50617
H 0.91685 -0.16945 -1.15689
H -0.75861 1.54015 0.74846
H 0.82627 3.28226 1.73681
H 2.26354 4.66780 3.08472
H 4.31813 5.61053 3.75417
H 3.20043 5.39252 5.13113
*
```

SMILES string ... COc1ccc(N2CCN(C(=O)C(=O)c3c[nH]c4ccccc34)CC2)cc1
HOMO-LUMO gap ... 8.05 eV
LUMO ... 0.48 eV
HOMO energy ... -7.5647 eV

(2)
The following is a DFT calculation (ωB97M-V/def2-TZVPD) of an isolated ion of composition C4H10NS and charge -1 at a distorted geometry.

ORCA input file:
```
! wB97M-V def2-TZVPD RIJCOSX def2/J DEFGRID3
* xyz -1 1
C 1.90636 -0.48879 1.22326
N 1.53071 0.66218 0.44446
C 0.12341 0.96988 0.10923
C -0.57103 0.22688 -1.04090
S -2.39665 0.26319 -0.77216
C 1.54764 -1.90204 0.66489
H 2.99464 -0.44067 1.21937
H 1.48721 -0.38314 2.22466
H 2.16510 0.77907 -0.33194
H 0.11764 2.03746 -0.11764
H -0.42854 0.75861 1.01989
H -0.18725 -0.76941 -1.25171
H -0.43019 0.79167 -1.97017
H 1.14031 -1.70152 -0.32061
H 2.45715 -2.37916 0.28911
H 0.81089 -2.52628 1.16132
*
```

SMILES string ... CCNCC[S-]
HOMO-LUMO gap ... 6.13 eV
LUMO ... 3.91 eV
HOMO energy ... -2.2208 eV

(3)
The following is a DFT calculation (ωB97M-V/def2-TZVPD) of an isolated molecule of C3H3N5 at a distorted geometry.

ORCA input file:
```
! wB97M-V def2-TZVPD RIJCOSX def2/J DEFGRID3
* xyz 0 1
C -0.73797 1.13032 -0.04614
C 0.61194 -0.70709 -0.02239
C 0.55169 0.68808 -0.03378
H -1.19107 2.16445 0.04660
H -2.43061 -0.13537 0.33728
H -0.99881 -2.02857 -0.21073
N -1.50843 0.00726 -0.10332
N -0.68782 -1.09938 0.06390
N 1.88541 -1.11260 -0.02456
N 2.61934 0.00767 -0.03329
N 1.88635 1.08523 0.02645
*
```

SMILES string ... c1[nH][nH]c2nnnc1-2
HOMO-LUMO gap ... 9.02 eV
LUMO ... -0.09 eV
HOMO energy ... -9.1026 eV

(4)
The following is a DFT calculation (ωB97M-V/def2-TZVPD) of an isolated molecule of C11H13NO2S at a distorted geometry.

ORCA input file:
```
! wB97M-V def2-TZVPD RIJCOSX def2/J DEFGRID3
* xyz 0 1
C -3.59739 -2.22138 -1.13697
C -3.44083 -1.11821 -1.98858
C -2.62463 -2.52807 -0.24248
C -2.24457 -0.39114 -2.02753
C -1.33991 -1.86013 -0.23203
C -1.27410 -0.74969 -1.12625
C 0.82390 2.13578 0.34217
C 2.13744 2.59279 -0.33171
C 2.14060 1.70952 0.69407
C 2.03933 0.67865 2.95196
C 2.75324 0.82653 1.61409
N 1.47815 -0.61601 -0.65062
O 0.42113 0.54059 -2.66151
O -0.14295 1.41232 -0.36633
S 0.31834 0.10544 -1.30835
H -4.69089 -2.57364 -1.02722
H -4.26547 -0.89908 -2.66684
H -2.73875 -3.49874 0.20820
H -2.04700 0.43690 -2.71164
H -0.66979 -1.91319 0.62151
H 0.27765 2.92794 0.92088
H 2.57000 3.35424 -0.87862
H 2.15088 1.44782 3.81309
H 2.19281 -0.30069 3.38871
H 0.90166 0.66478 2.89633
H 2.82603 -0.11587 1.07421
H 3.77986 1.12253 1.84904
H 2.26524 -1.16998 -1.01760
*
```

SMILES string ... CCC1=C[C@H]1O[S@](=N)(=O)c1ccccc1
HOMO-LUMO gap ... 9.80 eV
LUMO ... 0.71 eV
HOMO energy ... -9.0908 eV

(5)
The following is a DFT calculation (ωB97M-V/def2-TZVPD) of C35H48N2O2PRuS as an isolated structure.

ORCA input file:
```
! wB97M-V def2-TZVPD RIJCOSX def2/J DEFGRID3
* xyz 1 1
Ru -0.63507 0.66108 1.22048
C -4.83838 -3.81532 0.38846
C -4.39084 -2.40197 0.63024
C -4.07095 -1.56324 -0.42694
C -3.66518 -0.25068 -0.20708
C -3.57641 0.21982 1.09238
C -3.92182 -0.59714 2.17141
C -4.31629 -1.89524 1.93524
S -3.06359 1.88161 1.39504
O -2.29147 2.25146 0.19560
O -4.14480 2.71478 1.80710
N -1.93667 1.60640 2.46393
C -1.46540 2.30684 3.55680
C -2.16926 2.98192 4.51770
C -1.47070 3.56622 5.59546
C -0.11062 3.47741 5.70236
C 0.63362 2.81676 4.69679
C 2.04111 2.71009 4.71087
C 2.67556 2.09216 3.67491
C 1.91488 1.58244 2.60890
N 0.60206 1.64393 2.55031
C -0.05317 2.24442 3.61345
H -4.43574 -4.20489 -0.54543
H -5.92728 -3.86256 0.32357
H -4.53125 -4.47237 1.20110
H -4.14467 -1.93420 -1.44246
H -3.43763 0.41591 -1.02758
H -3.86839 -0.20810 3.18076
H -4.57872 -2.53492 2.76910
H -3.24554 3.05949 4.44746
H -2.03532 4.08771 6.35649
H 0.41223 3.91369 6.54279
H 2.59979 3.12684 5.53975
H 3.75062 1.98841 3.64678
H 2.41338 1.12236 1.77520
C -0.33967 -0.75316 2.25646
H 0.53306 -0.89845 2.90759
H -1.16985 -1.42005 2.52702
C -1.07468 -0.35362 -4.78525
C -1.39070 -1.54838 -3.86643
C -1.17806 -1.18263 -2.39104
C 0.03471 -0.25156 -2.28111
C -0.37540 1.12307 -2.84502
C -1.31329 0.96827 -4.06034
P 0.76865 -0.12323 -0.60534
C 2.19300 1.06747 -0.81003
C 3.07736 0.89810 -2.07139
C 3.77461 2.20436 -2.47196
C 4.22182 2.95389 -1.22484
C 2.98910 3.45736 -0.46223
C 1.76935 2.53562 -0.64311
C 1.64144 -1.73273 -0.28368
C 2.43692 -2.28865 -1.49960
C 1.79748 -3.54786 -2.07743
C 1.81441 -4.68253 -1.05044
C 1.53299 -4.15937 0.37088
C 0.76226 -2.84343 0.32101
H -1.67851 -0.40440 -5.69104
H -0.03173 -0.39780 -5.11207
H -0.75130 -2.39472 -4.12897
H -2.42185 -1.87652 -4.01335
H -1.08857 -2.08129 -1.78091
H -2.04565 -0.64178 -2.02000
H 0.82183 -0.67947 -2.90725
H 0.51315 1.68709 -3.13353
H -0.88434 1.69996 -2.06527
H -1.16429 1.80700 -4.74026
H -2.35614 1.01996 -3.73636
H 2.80799 0.80149 0.05288
H 2.49749 0.52668 -2.91753
H 3.84557 0.15068 -1.86599
H 3.09857 2.83732 -3.05437
H 4.62096 1.97393 -3.11975
H 4.87373 3.78973 -1.47827
H 4.81557 2.27783 -0.60021
H 2.72222 4.45203 -0.82341
H 3.22034 3.57044 0.60063
H 1.19088 2.84874 -1.51226
H 1.10584 2.65162 0.21332
H 2.35733 -1.45188 0.49882
H 3.44891 -2.53461 -1.16535
H 2.55808 -1.54200 -2.27750
H 2.33090 -3.85465 -2.97800
H 0.77223 -3.32644 -2.38855
H 2.78806 -5.17539 -1.07106
H 1.07799 -5.43918 -1.32597
H 2.47044 -3.99609 0.91013
H 0.97150 -4.90134 0.93867
H 0.44800 -2.56812 1.32775
H -0.15879 -2.98242 -0.24960
*
```

HOMO-LUMO gap ... 7.48 eV
LUMO ... -3.29 eV
HOMO energy ... -10.7703 eV

(6)
The following is a DFT calculation (ωB97M-V/def2-TZVPD) of CH3NO as an isolated structure at a distorted geometry.

ORCA input file:
```
! wB97M-V def2-TZVPD RIJCOSX def2/J DEFGRID3
* xyz 0 1
C 2.12637 -0.59097 3.13288
N 2.43335 0.27854 0.67128
O 1.70186 -0.50413 4.16298
H -1.69993 -0.01585 -1.29526
H -1.53646 0.79549 -1.34672
H 1.89315 -0.46406 0.23897
*
```

HOMO-LUMO gap (spin up / spin down) ... 9.92 / 9.91 eV
LUMO (spin up / spin down) ... -1.02 / -0.94 eV
HOMO energy (spin up / spin down) ... -10.9478 / -10.8422 eV

(7)
The following is a DFT calculation (ωB97M-V/def2-TZVPD) of a 2-piece molecular cluster, ClHNO3P overall at a distorted geometry.

ORCA input file:
```
! wB97M-V def2-TZVPD RIJCOSX def2/J DEFGRID3
* xyz 0 1
N -1.30191 0.10543 -0.66079
O 1.21964 -1.12393 0.09821
O -2.38838 0.18587 -1.16434
O -1.06075 0.40799 0.45791
P 1.73415 -0.69611 1.38390
Cl 2.34057 1.20420 1.21637
H -0.54331 -0.08345 -1.33126
*
```

SMILES string ... O=[NH+][O-].O=PCl
HOMO-LUMO gap ... 9.91 eV
LUMO ... -1.08 eV
HOMO energy ... -10.9846 eV

> What is the formula in the fourth record?

C11H13NO2S

Repeat the seventh record exactly.
The following is a DFT calculation (ωB97M-V/def2-TZVPD) of a 2-piece molecular cluster, ClHNO3P overall at a distorted geometry.

ORCA input file:
```
! wB97M-V def2-TZVPD RIJCOSX def2/J DEFGRID3
* xyz 0 1
N -1.30191 0.10543 -0.66079
O 1.21964 -1.12393 0.09821
O -2.38838 0.18587 -1.16434
O -1.06075 0.40799 0.45791
P 1.73415 -0.69611 1.38390
Cl 2.34057 1.20420 1.21637
H -0.54331 -0.08345 -1.33126
*
```

SMILES string ... O=[NH+][O-].O=PCl
HOMO-LUMO gap ... 9.91 eV
LUMO ... -1.08 eV
HOMO energy ... -10.9846 eV

Copy entry 4 word for word.
The following is a DFT calculation (ωB97M-V/def2-TZVPD) of an isolated molecule of C11H13NO2S at a distorted geometry.

ORCA input file:
```
! wB97M-V def2-TZVPD RIJCOSX def2/J DEFGRID3
* xyz 0 1
C -3.59739 -2.22138 -1.13697
C -3.44083 -1.11821 -1.98858
C -2.62463 -2.52807 -0.24248
C -2.24457 -0.39114 -2.02753
C -1.33991 -1.86013 -0.23203
C -1.27410 -0.74969 -1.12625
C 0.82390 2.13578 0.34217
C 2.13744 2.59279 -0.33171
C 2.14060 1.70952 0.69407
C 2.03933 0.67865 2.95196
C 2.75324 0.82653 1.61409
N 1.47815 -0.61601 -0.65062
O 0.42113 0.54059 -2.66151
O -0.14295 1.41232 -0.36633
S 0.31834 0.10544 -1.30835
H -4.69089 -2.57364 -1.02722
H -4.26547 -0.89908 -2.66684
H -2.73875 -3.49874 0.20820
H -2.04700 0.43690 -2.71164
H -0.66979 -1.91319 0.62151
H 0.27765 2.92794 0.92088
H 2.57000 3.35424 -0.87862
H 2.15088 1.44782 3.81309
H 2.19281 -0.30069 3.38871
H 0.90166 0.66478 2.89633
H 2.82603 -0.11587 1.07421
H 3.77986 1.12253 1.84904
H 2.26524 -1.16998 -1.01760
*
```

SMILES string ... CCC1=C[C@H]1O[S@](=N)(=O)c1ccccc1
HOMO-LUMO gap ... 9.80 eV
LUMO ... 0.71 eV
HOMO energy ... -9.0908 eV